# C14H8Cl5IN4SSn

A molecular structure, C14H8Cl5IN4SSn (ωB97M-V/def2-TZVPD, the OMol25 dataset).

The geometry in XYZ format:
```
34
Properties=species:S:1:pos:R:3:forces:R:3
I 2.981671 -0.589250 -5.507585 0.009 -0.001 -0.013
Sn 0.434284 0.687863 -0.041299 0.082 -0.249 0.245
Cl -4.533875 3.274238 -0.568525 -0.002 -0.004 -0.006
Cl -0.056920 6.313607 -0.691197 0.005 0.009 0.001
Cl -3.161548 6.069054 -0.766732 -0.003 0.011 -0.004
Cl -2.693659 0.691365 -0.268888 -0.025 0.102 -0.031
Cl 1.682514 3.678119 -0.386511 0.012 -0.007 0.002
S 2.368562 0.164984 1.230189 -0.008 -0.108 -0.021
N 0.236373 -1.418562 -2.422433 -0.004 0.008 0.009
N 0.020093 -1.019630 1.226707 0.142 0.301 -0.240
N 1.654773 -2.067394 2.564463 0.062 0.024 0.126
N 0.727664 -0.262979 -1.926890 0.045 0.085 0.019
C -0.585966 -2.896876 2.504183 0.012 0.009 0.009
C -2.210038 4.676145 -0.595740 -0.010 -0.019 0.002
C 1.200137 -4.011802 3.913164 0.017 0.013 -0.017
C -2.038814 2.301500 -0.360177 -0.022 -0.148 -0.008
C -0.810399 4.794591 -0.556620 0.003 0.010 0.009
C 1.655457 0.160183 -2.805572 -0.035 -0.005 0.034
C -2.839385 3.420652 -0.504851 -0.001 0.066 0.007
C 1.274598 -1.130415 1.749536 -0.074 -0.017 -0.074
C -0.918570 -1.902816 1.624576 0.043 0.049 -0.014
C -0.042164 3.644806 -0.408854 0.023 0.034 -0.027
C 0.819397 -1.713987 -3.589395 -0.015 -0.012 -0.014
C 0.741227 -2.969287 2.964050 -0.053 -0.022 0.004
C 1.748440 -0.724470 -3.871050 -0.039 0.003 0.006
C -0.662505 2.415871 -0.302305 -0.163 -0.098 0.000
H 1.531738 -3.525738 4.833635 -0.007 -0.004 0.004
H 0.423137 -4.735008 4.142818 0.000 0.001 -0.005
H -1.918408 -1.771222 1.232740 -0.002 -0.023 -0.019
H 2.207464 1.072778 -2.631559 0.007 -0.015 -0.003
H -1.329282 -3.606163 2.836705 0.000 0.007 0.004
H 2.074976 -4.516787 3.500705 -0.005 -0.006 -0.002
H -0.518404 -1.910110 -1.970249 -0.001 0.005 0.010
H 0.537430 -2.593260 -4.147037 0.008 0.003 0.006
```
Positions in Å, forces in eV/Å.

Calculated values
Energy relative to the best compared isomer or geometry (same formula, charge and spin) ... 0.000 eV
E_tot ... -3967.90029 Eh
Charge ... +2